[1]
ORCA calculation (the ωB97M-V functional and the def2-TZVPD basis) on C25H28N7PdS2SeSi as an isolated structure.

As for the spin multiplicity: 3. The calculation puts the energy above the lowest of the compared OMol25 structures with the same formula, charge and spin at 0.00 kJ/mol. Its HOMO energy (spin up / spin down) is -2.64 / -3.70 eV. As for the charge: -1. The value obtained for the frontier orbital gap (spin up / spin down) is 4.73 / 5.80 eV. Its expectation value of S² is 2.031.

Last column: Löwdin charge in e.
Atoms and positions in Å:
Pd (0.3892, -0.3470, -0.0294)  0.813
N (0.0517, -3.5054, 0.4213)  0.109
C (-0.2623, -2.8002, 1.5318)  -0.693
N (-0.2288, -1.4972, 1.5866)  -0.042
C (-0.6911, -1.0189, 2.8079)  -0.303
C (-1.0415, -1.9810, 3.6812)  -0.355
S (-0.8306, -3.5410, 2.9802)  1.051
C (-0.7182, 0.4357, 3.0581)  -0.367
C (-1.0110, 1.0397, 4.2318)  -0.375
S (-0.8381, 2.7461, 4.0586)  1.014
C (-0.3618, 2.5030, 2.3958)  -0.693
N (-0.3641, 1.2655, 2.0286)  0.079
N (-0.0444, 3.5352, 1.5679)  0.106
H (0.4157, -2.9420, -0.3416)  0.069
H (0.4188, -4.4350, 0.5273)  0.094
H (-1.3996, -1.8727, 4.6902)  0.071
H (-1.2867, 0.6008, 5.1756)  0.066
H (0.2601, 4.3966, 1.9860)  0.087
H (0.4625, 3.2615, 0.7314)  0.038
Se (2.3572, 2.0124, -0.8729)  0.955
N (1.0522, 0.8543, -1.5173)  -0.398
C (0.4851, 1.4491, -2.5983)  -0.377
C (-0.4866, 0.8730, -3.4320)  -0.066
C (-0.9633, 1.5723, -4.5248)  -0.129
C (-0.4938, 2.8641, -4.8161)  -0.138
C (0.4665, 3.4512, -4.0247)  -0.069
C (0.9941, 2.7626, -2.9051)  -0.434
N (1.9488, 3.2697, -2.1086)  -0.309
H (-0.8583, -0.1143, -3.1983)  0.080
H (-1.7088, 1.1163, -5.1657)  0.078
H (-0.8861, 3.3976, -5.6741)  0.083
H (0.8492, 4.4412, -4.2416)  0.094
C (2.7761, 0.7307, 3.2132)  -0.050
C (3.6403, -0.3418, 2.6131)  -0.233
C (4.7350, -0.8646, 3.2818)  -0.090
C (5.5486, -1.8445, 2.7212)  -0.137
C (5.2528, -2.2858, 1.4357)  -0.092
C (4.1692, -1.7973, 0.7252)  -0.242
C (3.8684, -2.2420, -0.6768)  -0.064
C (3.3263, -0.8153, 1.3145)  -0.349
N (2.3001, -0.3079, 0.6257)  -0.057
H (3.2049, 1.0946, 4.1488)  0.072
H (1.7685, 0.3611, 3.4213)  0.056
H (2.6582, 1.5753, 2.5245)  0.066
H (4.9595, -0.4821, 4.2736)  0.096
H (6.4048, -2.2305, 3.2587)  0.078
H (5.8865, -3.0299, 0.9614)  0.096
H (4.6475, -2.9078, -1.0529)  0.067
H (3.7787, -1.3862, -1.3506)  0.074
H (2.9130, -2.7722, -0.7267)  0.053
C (-4.8490, 1.4485, -1.6892)  -0.193
Si (-4.2616, -0.3177, -1.7905)  0.363
C (-5.4940, -1.4101, -0.9061)  -0.204
C (-4.1879, -0.8255, -3.5859)  -0.188
C (-2.6297, -0.4593, -1.0444)  -0.232
C (-1.4655, -0.4429, -0.6790)  -0.244
H (-5.8184, 1.5766, -2.1798)  0.023
H (-4.1247, 2.1092, -2.1713)  0.030
H (-4.9449, 1.7616, -0.6468)  0.027
H (-6.4853, -1.3325, -1.3621)  0.022
H (-5.5749, -1.1175, 0.1436)  0.024
H (-5.1817, -2.4566, -0.9377)  0.024
H (-5.1872, -0.8719, -4.0284)  0.024
H (-3.7164, -1.8049, -3.6922)  0.029
H (-3.5932, -0.1043, -4.1515)  0.011


[2]
ORCA calculation (the ωB97M-V functional and the def2-TZVPD basis) on C25H29AlN6O6S2Si as an isolated structure.

The calculation puts the energy above the lowest of the compared OMol25 structures with the same formula, charge and spin at 0.00 kJ/mol. Its HOMO energy is -7.74 eV. As for the charge: 0. The value obtained for the frontier orbital gap is 7.59 eV.

Last column: Löwdin charge in e.
Atoms and positions in Å:
Al (0.5674, 0.3574, 1.3081)  -0.114
O (-0.7696, 3.9009, -0.5814)  -0.276
S (-0.5793, 2.4917, -0.7959)  0.620
O (0.6452, 2.0657, -1.4152)  -0.267
N (-0.7629, 1.6396, 0.5692)  -0.124
C (-1.7695, 2.0019, 1.4591)  -0.220
C (-2.7900, 2.9096, 1.2670)  -0.004
C (-3.7524, 3.1414, 2.2690)  -0.057
C (-3.7259, 2.4850, 3.4650)  -0.044
C (-2.7074, 1.5341, 3.6958)  -0.144
C (-2.5844, 0.8100, 4.8995)  0.011
C (-1.5727, -0.0929, 5.0529)  -0.025
C (-0.6758, -0.2908, 3.9935)  -0.065
N (-0.7645, 0.3596, 2.8548)  0.117
C (-1.7529, 1.2867, 2.6916)  -0.105
C (-1.9027, 1.9692, -1.8616)  -0.269
C (-2.7469, 0.9195, -1.5410)  -0.086
C (-3.7377, 0.5451, -2.4393)  -0.077
C (-3.8726, 1.2122, -3.6465)  -0.084
C (-3.0231, 2.2673, -3.9590)  -0.076
C (-2.0391, 2.6533, -3.0647)  -0.059
H (-2.8445, 3.4807, 0.3532)  0.104
H (-4.5269, 3.8721, 2.0742)  0.110
H (-4.4605, 2.6787, 4.2354)  0.110
H (-3.2977, 0.9866, 5.6956)  0.123
H (-1.4436, -0.6532, 5.9673)  0.109
H (0.1340, -0.9983, 4.0816)  0.118
H (-2.6246, 0.3963, -0.6039)  0.082
H (-4.4005, -0.2747, -2.1938)  0.107
H (-4.6420, 0.9130, -4.3467)  0.102
H (-3.1314, 2.7917, -4.8995)  0.104
H (-1.3768, 3.4795, -3.2889)  0.119
C (-0.8182, -1.3422, -3.8769)  -0.174
Si (0.8315, -2.1481, -3.5280)  0.511
C (0.6180, -3.9093, -2.9279)  -0.181
C (1.8626, -2.1503, -5.0938)  -0.188
C (1.7868, -1.1498, -2.2431)  -0.223
C (3.0578, -0.6477, -2.4932)  -0.058
C (3.7253, 0.1696, -1.5808)  -0.038
C (3.0748, 0.5118, -0.4189)  -0.069
N (1.8589, 0.0293, -0.1532)  -0.006
C (1.2268, -0.7981, -1.0051)  -0.660
S (-0.3128, -1.3220, -0.3766)  0.784
H (-1.2109, -1.6870, -4.8369)  0.035
H (-0.7175, -0.2547, -3.9216)  0.038
H (-1.5489, -1.5710, -3.1018)  0.008
H (0.1337, -4.5262, -3.6883)  0.031
H (0.0004, -3.9325, -2.0283)  0.009
H (1.5855, -4.3607, -2.6953)  0.029
H (1.3059, -2.6319, -5.9008)  0.032
H (2.8009, -2.6961, -4.9721)  0.032
H (2.0978, -1.1342, -5.4182)  0.036
H (3.5447, -0.8815, -3.4333)  0.097
H (4.7103, 0.5603, -1.7899)  0.106
H (3.4884, 1.1807, 0.3251)  0.119
C (3.6966, -1.3257, 4.0833)  -0.034
N (3.1574, -2.2993, 3.1458)  0.052
C (2.1219, -2.0730, 2.3232)  -0.508
N (1.7100, -3.0807, 1.5365)  0.203
O (1.5286, -0.9653, 2.3523)  0.017
H (3.7354, -1.7576, 5.0825)  0.090
H (3.0603, -0.4477, 4.0952)  0.057
H (4.6943, -1.0087, 3.7835)  0.093
H (3.5986, -3.2010, 3.0969)  0.142
H (2.3013, -3.8788, 1.3825)  0.115
H (1.0071, -2.8461, 0.8282)  0.025
O (3.5155, 1.5022, 2.8555)  0.053
N (2.3258, 1.6520, 3.0781)  -0.497
O (1.8480, 1.8162, 4.1819)  0.079
O (1.5284, 1.7664, 2.0381)  0.003


[3]
ORCA calculation (the ωB97M-V functional and the def2-TZVPD basis) on one molecule with the formula C25H29FN2O3.

The calculation puts the energy above the lowest of the compared OMol25 structures with the same formula, charge and spin at 0.00 kJ/mol. Its HOMO energy is -8.48 eV. As for the charge: 0. The value obtained for the frontier orbital gap is 9.17 eV.

Last column: Löwdin charge in e.
Atoms and positions in Å:
C (2.5902, -5.5371, -2.7580)  -0.087
O (1.7630, -4.5773, -3.3702)  -0.080
C (0.7925, -3.9838, -2.6269)  -0.276
C (0.0301, -3.0165, -3.2836)  0.011
C (-0.9645, -2.3384, -2.6144)  -0.037
C (-1.2299, -2.6046, -1.2756)  -0.224
C (-2.2242, -1.7838, -0.5003)  -0.074
N (-1.5508, -0.6849, 0.1816)  0.000
C (-1.4281, -0.6805, 1.5202)  -0.438
O (-1.8839, -1.5359, 2.2521)  0.069
C (-0.6504, 0.5169, 2.0628)  -0.029
N (-0.9058, 1.7294, 1.3238)  -0.002
C (-1.0111, 2.9995, 2.0363)  -0.275
C (0.3479, 3.3665, 2.6432)  -0.133
C (0.3003, 4.5080, 3.6629)  -0.194
C (-0.6674, 5.6423, 3.3173)  -0.200
C (-2.0785, 5.4043, 3.8561)  -0.211
C (-2.8739, 4.3275, 3.1220)  -0.196
C (-2.1682, 2.9739, 3.0415)  -0.137
C (-0.9907, 1.7105, -0.0138)  -0.392
O (-1.1316, 2.6950, -0.7115)  0.077
C (-0.9017, 0.3075, -0.6369)  -0.133
C (0.5512, 0.0124, -0.9563)  -0.161
C (1.2872, -0.9442, -0.2709)  -0.028
C (2.6033, -1.1971, -0.6142)  0.010
C (3.1769, -0.4729, -1.6412)  -0.273
F (4.4587, -0.7219, -1.9815)  0.056
C (2.4725, 0.5002, -2.3271)  0.007
C (1.1569, 0.7357, -1.9786)  -0.010
C (-0.4869, -3.5845, -0.6346)  -0.038
C (0.5155, -4.2728, -1.2948)  -0.014
H (2.0160, -6.4035, -2.4142)  0.096
H (3.1452, -5.1099, -1.9167)  0.094
H (3.2925, -5.8539, -3.5272)  0.094
H (0.2456, -2.8120, -4.3200)  0.120
H (-1.5430, -1.5939, -3.1420)  0.117
H (-2.9887, -1.3672, -1.1636)  0.134
H (-2.7025, -2.3802, 0.2797)  0.128
H (-0.9444, 0.6569, 3.1035)  0.136
H (0.4198, 0.2662, 2.0386)  0.134
H (-1.2553, 3.7219, 1.2511)  0.137
H (0.7763, 2.4892, 3.1333)  0.110
H (1.0131, 3.6382, 1.8204)  0.124
H (1.3115, 4.9110, 3.7493)  0.108
H (0.0330, 4.1137, 4.6453)  0.107
H (-0.2925, 6.5633, 3.7699)  0.107
H (-0.6960, 5.7986, 2.2387)  0.116
H (-2.6405, 6.3392, 3.7943)  0.107
H (-2.0066, 5.1391, 4.9142)  0.111
H (-3.0970, 4.6674, 2.1083)  0.117
H (-3.8268, 4.1966, 3.6402)  0.110
H (-1.8205, 2.6798, 4.0327)  0.119
H (-2.8956, 2.2303, 2.7061)  0.124
H (-1.4481, 0.3715, -1.5848)  0.161
H (0.8344, -1.5233, 0.5186)  0.112
H (3.1801, -1.9461, -0.0955)  0.121
H (2.9509, 1.0511, -3.1209)  0.119
H (0.5891, 1.4936, -2.4965)  0.123
H (-0.6902, -3.8085, 0.4029)  0.123
H (1.0732, -5.0260, -0.7611)  0.105